16
Properties=species:S:1:pos:R:3 method="wB97M-V/def2-TZVPD" e_tot_ha=-308.82442 smiles=COC[C@@H](C)O de_lowest_kcal_mol=46.27 gap_ev=10.5 total_charge=0 multiplicity=1
C -1.4136 -0.2060 -1.7250
O -1.3212 -0.3920 -0.3141
C -0.6030 0.6243 0.4748
C 0.7328 0.1458 1.1700
C 1.1240 -1.0024 0.2722
O 1.7616 1.1442 1.1975
H -2.1442 0.5787 -1.9468
H -0.4482 0.0504 -2.1832
H -1.7702 -1.1236 -2.2258
H -1.3330 0.9211 1.2242
H -0.3075 1.4471 -0.1818
H 0.5756 -0.1765 2.2120
H 1.5731 -1.8471 0.7854
H 1.7712 -0.6046 -0.5158
H 0.1674 -1.3189 -0.1798
H 1.6354 1.7595 1.9359


16
Properties=species:S:1:pos:R:3 method="wB97M-V/def2-TZVPD" e_tot_ha=-308.73643 de_lowest_kcal_mol=101.49 gap_ev="7.4 / 8.0" total_charge=0 multiplicity=1
C -1.7612 -0.8428 -0.5594
C -1.6947 1.3985 0.0727
C 1.6215 -0.0102 -0.6141
C 1.7499 0.1353 0.8955
O -1.6090 0.1047 0.2768
O -1.4936 -2.1236 -0.1696
H -1.2286 -2.1109 0.7587
H -2.0131 -0.7184 -1.6001
H -2.0451 1.7832 -0.8702
H -1.6947 1.9996 0.9555
H 2.6070 -0.0824 -1.0703
H 1.0688 -0.9027 -0.8710
H 1.1120 0.8574 -1.0331
H 2.2209 -0.7554 1.3230
H 0.7823 0.2663 1.3604
H 2.3775 1.0012 1.1450


16
Properties=species:S:1:pos:R:3 method="wB97M-V/def2-TZVPD" e_tot_ha=-308.78315 smiles=CCOCCO de_lowest_kcal_mol=72.17 gap_ev=10.4 total_charge=0 multiplicity=1
C -2.3296 -0.8729 0.0999
C -1.1951 -0.0811 -0.5734
O -0.2659 0.5637 0.3384
C 1.2772 1.0240 -0.3038
C 2.3098 0.2903 0.5479
O 1.5489 -0.8723 0.6928
H -1.9513 -1.7085 0.6968
H -2.9869 -1.3040 -0.6751
H -2.9543 -0.2420 0.7387
H -1.6345 0.7062 -1.1920
H -0.6213 -0.7647 -1.2058
H 1.0949 2.0717 -0.1676
H 1.3337 0.6519 -1.3318
H 2.5601 0.8101 1.4960
H 3.3079 0.1340 0.0531
H 0.5067 -0.4064 0.7859


16
Properties=species:S:1:pos:R:3 method="wB97M-V/def2-TZVPD" e_tot_ha=-308.84352 smiles="C/C=C/CO.O" de_lowest_kcal_mol=34.29 gap_ev=10.3 total_charge=0 multiplicity=1
C -0.5254 0.7232 -1.6500
C 0.4023 -0.1890 -0.8759
C -0.0315 -1.1077 -0.0262
C 0.8955 -2.0198 0.7573
O 0.2218 -2.6297 1.8580
H -0.5934 1.6628 -1.1040
H -0.1123 0.9868 -2.6161
H -1.5109 0.2772 -1.8195
H 1.4630 0.0295 -0.9723
H -1.0620 -1.3804 0.1198
H 1.8031 -1.5018 1.0975
H 1.1676 -2.8745 0.1288
H 0.2533 -2.0380 2.6148
O -0.8502 3.6154 1.0988
H -1.4974 2.9859 0.7662
H -0.0236 3.4602 0.6229


16
Properties=species:S:1:pos:R:3 method="wB97M-V/def2-TZVPD" e_tot_ha=-308.87262 smiles=CC(CO)CO de_lowest_kcal_mol=16.02 gap_ev=10.6 total_charge=0 multiplicity=1
C 0.5748 1.4525 -0.8669
C 0.4549 0.0670 -0.2341
C -0.8217 -0.5980 -0.7389
O -1.0216 -1.8440 -0.0754
C 0.4741 0.1459 1.2964
O 0.7133 -1.0957 1.9134
H 0.5340 1.3962 -1.9608
H -0.2424 2.1067 -0.5356
H 1.5183 1.9348 -0.5913
H 1.3134 -0.5492 -0.5328
H -0.7618 -0.7552 -1.8261
H -1.6706 0.0766 -0.5453
H -1.9663 -2.0332 -0.0590
H 1.2804 0.8147 1.6192
H -0.4751 0.5974 1.6425
H 0.0965 -1.7165 1.4946


16
Properties=species:S:1:pos:R:3 method="wB97M-V/def2-TZVPD" e_tot_ha=-308.75948 de_lowest_kcal_mol=87.02 gap_ev=9.3 total_charge=0 multiplicity=1
C -1.3677 -1.0377 -0.4562
C -0.1207 -0.5770 0.2176
C -0.1989 1.6766 0.1069
O -0.0717 -0.7492 1.5120
C 1.2686 -0.5696 -0.3870
O 1.9778 0.2545 0.4483
H -1.1571 -1.9843 -0.9686
H -2.1642 -1.1968 0.2733
H -1.6920 -0.3179 -1.2104
H -0.6771 1.6324 -0.8759
H -0.9599 1.7192 0.8909
H 0.3350 2.6403 0.1303
H 0.8591 -0.4296 1.7154
H 1.6212 -1.6142 -0.3355
H 1.2326 -0.2658 -1.4458
H 0.9794 1.0921 0.3666